Entry 1:
Formula: C51H47F7O9
Source: the Open Molecules 2025 dataset
Level of theory: ωB97M-V with the def2-TZVPD basis set

The geometry in ORCA input format:
```
! RIJCOSX wB97M-V def2-TZVPD def2/J DEFGRID3
* xyz 0 1
F 4.95592 -1.63066 0.23028
C 5.05455 -2.78515 0.87693
C 5.16923 -2.79212 2.24037
C 5.24604 -3.98255 2.93083
C 5.00122 -5.15958 2.29217
C 4.74171 -5.15469 0.88847
C 4.83925 -3.95336 0.20822
H 5.15817 -1.86386 2.79777
H 5.48373 -3.85874 3.98159
H 5.04337 -6.12044 2.81935
H 4.51947 -6.07387 0.41368
H 4.68412 -3.89568 -0.87059
F -5.53457 -3.64111 0.05958
C -5.02503 -2.78128 0.93982
C -3.87992 -3.12874 1.60463
C -3.41423 -2.31883 2.61530
C -4.01613 -1.07289 2.90499
C -5.23571 -0.79844 2.22877
C -5.71505 -1.60949 1.26286
H -3.38741 -4.03166 1.24752
H -2.49967 -2.63221 3.13437
H -3.65438 -0.43903 3.68808
H -5.81512 0.07018 2.53646
H -6.70133 -1.40662 0.84887
F 1.33547 10.03296 1.68009
C 0.86093 8.86211 1.15927
C 1.28992 7.68924 1.68043
C 0.77079 6.47488 1.12106
C -0.16473 6.52200 0.10215
C -0.60474 7.75373 -0.40778
C -0.06396 8.91562 0.14044
H 2.03828 7.76179 2.43305
H 1.22467 5.51594 1.43044
H -0.53604 5.60412 -0.34829
H -1.40283 7.82086 -1.14694
H -0.37290 9.89967 -0.20387
F -1.32864 -3.80542 -5.56726
C -0.57897 -3.42530 -4.50729
C -0.53376 -2.06994 -4.16104
C 0.14405 -1.71006 -3.01430
C 0.69582 -2.67577 -2.16241
C 0.61062 -4.00658 -2.48126
C 0.03475 -4.38661 -3.67891
H -1.11484 -1.36135 -4.73523
H 0.07719 -0.67029 -2.78694
H 1.18472 -2.35410 -1.20292
H 1.00801 -4.76859 -1.79893
H -0.00350 -5.42482 -3.92196
F 1.97870 2.95594 -4.56046
C 2.76180 1.99563 -3.99049
C 3.63982 2.37534 -2.96279
C 4.52485 1.44194 -2.41093
C 4.44200 0.11757 -2.82456
C 3.51458 -0.23768 -3.82946
C 2.70375 0.67840 -4.39849
H 3.75571 3.41607 -2.79540
H 5.34859 1.78170 -1.78177
H 5.08126 -0.61908 -2.31672
H 3.39089 -1.28151 -4.06432
H 1.99278 0.44756 -5.16916
F -1.82227 0.77835 -3.80050
C -2.86964 0.68632 -2.91525
C -4.12877 0.68741 -3.43142
C -5.18420 0.95192 -2.61563
C -5.00502 1.01197 -1.24064
C -3.72554 0.93966 -0.70235
C -2.64672 0.83588 -1.55436
H -4.28556 0.74286 -4.50076
H -6.17953 1.03674 -3.02718
H -5.88242 1.19520 -0.63546
H -3.46838 1.04779 0.34298
H -1.58926 0.77459 -1.21754
F -0.30308 2.60975 -0.07585
C 0.40327 1.54224 0.33780
C 0.13476 1.09483 1.59501
C 0.94220 0.06172 2.12157
C 1.97976 -0.47166 1.28591
C 2.22481 0.02768 0.00505
C 1.42862 1.10893 -0.47850
H -0.77986 1.39819 2.06386
H 0.71164 -0.34997 3.12079
H 2.51743 -1.31126 1.65253
H 2.99246 -0.45626 -0.61424
H 1.63911 1.52739 -1.43881
C -1.33947 3.70957 -3.08798
C -2.75164 3.75404 -3.68831
O -2.99854 5.19754 -3.85447
C -1.85342 5.88990 -3.51684
O -1.74441 7.07121 -3.53951
O -0.82986 5.03269 -3.21654
H -0.71664 3.04112 -3.72633
H -1.29212 3.37930 -2.08418
H -3.60520 3.49978 -3.03673
H -2.83836 3.20921 -4.60607
C 0.13781 -5.14985 2.82330
C 0.78159 -4.10357 1.85424
O 0.97265 -4.77822 0.66981
C 0.89723 -6.08090 0.81555
O 1.15081 -6.89941 -0.04886
O 0.49804 -6.35210 2.09259
H -0.93067 -4.99011 2.86640
H 0.64230 -5.16857 3.79528
H 1.73674 -3.77781 2.28312
H 0.17566 -3.24023 1.62780
C -1.13224 -0.01906 6.01209
C -0.64654 -0.91097 7.30128
O 0.07083 -1.99545 6.73553
C -0.01068 -1.93861 5.39763
O 0.50456 -2.76441 4.67574
O -0.68546 -0.88488 4.97449
H -0.57482 0.89519 5.94037
H -2.17346 0.26281 5.96250
H -1.34659 -1.28181 8.03035
H 0.07481 -0.28176 7.87337
*
```

**E_HOMO**: -9.02 eV
**Frontier orbital gap**: 8.984 eV

---

Entry 2:
Formula: C51H47GaN2O4P2
Source: the Open Molecules 2025 dataset
Level of theory: ωB97M-V with the def2-TZVPD basis set

The geometry in ORCA input format:
```
! RIJCOSX wB97M-V def2-TZVPD def2/J DEFGRID3
* xyz 0 1
Ga 0.40422 0.29782 0.54042
O 1.94893 0.29486 -0.53876
C 3.17820 0.61966 -0.18680
C 4.23366 0.20091 -1.01366
C 5.53897 0.52992 -0.72646
C 5.85705 1.30150 0.39353
C 4.83672 1.73139 1.20818
C 3.49726 1.40483 0.94705
C 2.49907 1.93106 1.83779
N 1.25050 1.65032 1.75453
N 0.37206 2.29312 2.60976
C -0.84653 2.00285 2.25547
O -1.16042 1.20941 1.27573
C -1.96178 2.66394 2.97063
C -3.14784 2.91654 2.28729
C -4.18999 3.56875 2.92812
C -4.05660 3.95556 4.25463
C -2.87473 3.69952 4.93784
C -1.82444 3.06250 4.29644
H 3.98197 -0.39399 -1.88210
H 6.32934 0.18341 -1.38124
H 6.88426 1.55619 0.61403
H 5.05601 2.33450 2.08206
H 2.80637 2.62414 2.61945
H -3.23616 2.60984 1.25141
H -5.10794 3.77411 2.39190
H -4.87350 4.45782 4.75701
H -2.77177 3.99922 5.97276
H -0.89326 2.86555 4.81014
C -3.38906 -0.42326 -2.04240
C -2.04912 -0.05221 -2.70056
P -0.74652 0.82331 -1.72754
C 0.47999 1.03188 -3.05959
C 0.69881 2.23653 -3.71728
C 1.62955 2.31103 -4.74644
C 2.33549 1.18306 -5.13062
C 2.11843 -0.02457 -4.47850
C 1.20318 -0.09722 -3.44319
C -1.41003 2.49760 -1.48101
C -2.64718 2.91750 -1.95472
C -3.09784 4.20704 -1.69318
C -2.31258 5.08561 -0.96488
C -1.06855 4.67678 -0.49761
C -0.62488 3.39173 -0.75155
C -3.41545 -1.82798 -1.44155
P -2.41118 -1.76794 0.11312
C -1.86812 -3.49741 0.33261
C -1.20013 -4.13836 -0.71221
C -0.67084 -5.40886 -0.54718
C -0.78921 -6.05722 0.67463
C -1.42571 -5.41909 1.72787
C -1.95343 -4.14707 1.56180
C -3.75602 -1.59021 1.33905
C -4.75001 -2.55037 1.53962
C -5.76723 -2.32567 2.45136
C -5.80941 -1.13373 3.16950
C -4.83481 -0.17033 2.97009
C -3.81066 -0.39997 2.05764
H -4.17098 -0.33744 -2.80187
H -3.64310 0.30280 -1.26354
H -2.21319 0.59698 -3.56532
H -1.55651 -0.94386 -3.10150
H 0.14918 3.12323 -3.42906
H 1.79860 3.25545 -5.24729
H 3.05912 1.24259 -5.93320
H 2.67542 -0.90657 -4.76792
H 1.07114 -1.03060 -2.90767
H -3.27886 2.24681 -2.52121
H -4.06692 4.51979 -2.06020
H -2.66740 6.08654 -0.75704
H -0.45040 5.35405 0.07692
H 0.34399 3.07999 -0.37147
H -2.98178 -2.54974 -2.13632
H -4.43858 -2.14846 -1.23910
H -1.08040 -3.64029 -1.66826
H -0.16106 -5.89111 -1.37201
H -0.37519 -7.04871 0.80738
H -1.50407 -5.90507 2.69175
H -2.43038 -3.65807 2.40196
H -4.71953 -3.48178 0.98542
H -6.52976 -3.07886 2.60539
H -6.60513 -0.96112 3.88327
H -4.86173 0.76008 3.52384
H -3.04250 0.34752 1.89503
C 0.13588 -6.39588 5.41300
C 0.41607 -5.19835 4.54497
C -0.27439 -4.00728 4.73898
C -0.01905 -2.88331 3.96298
C -0.77227 -1.60292 4.20489
C 0.96117 -2.96538 2.97213
C 1.67274 -4.14354 2.75730
C 2.71051 -4.22880 1.67200
C 1.38325 -5.24812 3.55009
C 1.26885 -1.75837 2.13157
O 2.35187 -1.20744 2.14518
O 0.24501 -1.34816 1.41217
H -0.92904 -6.48606 5.63085
H 0.65916 -6.31504 6.36824
H 0.46643 -7.31712 4.93293
H -1.03050 -3.94966 5.51571
H -1.39120 -1.68219 5.09812
H -1.41527 -1.36425 3.35895
H -0.08840 -0.76061 4.33761
H 2.27112 -3.99467 0.69941
H 3.13167 -5.23254 1.62069
H 3.51484 -3.51402 1.84419
H 1.92388 -6.17347 3.37886
*
```

**E_HOMO**: -7.69 eV
**Relative energy (zero: lowest compared OMol25 entry of this formula, charge and spin)**: 28.44 kJ/mol
**Frontier orbital gap**: 7.897 eV

---

Entry 3:
Formula: C51H50N5O5PS2V
Source: the Open Molecules 2025 dataset
Level of theory: ωB97M-V with the def2-TZVPD basis set

The geometry in ORCA input format:
```
! RIJCOSX wB97M-V def2-TZVPD def2/J DEFGRID3
* xyz -2 4
V 13.18597 15.86764 13.80242
C 9.92821 23.31779 13.08295
C 10.76916 22.20020 13.62367
C 11.15030 21.10993 12.84185
C 11.97489 20.08550 13.34825
C 12.41846 20.21391 14.69162
C 11.98256 21.27633 15.48992
C 11.16662 22.22116 14.93154
S 13.61519 19.07048 15.47393
O 13.73363 19.47441 16.88123
O 14.84074 19.28260 14.66408
N 13.06981 17.61769 15.29621
C 11.86976 17.38227 16.17234
C 10.81150 16.43832 15.52830
O 9.76212 16.28342 16.14666
O 11.13587 15.88589 14.42388
H 10.47713 24.25001 13.18220
H 9.00499 23.43479 13.65108
H 9.70492 23.13700 12.02957
H 10.85551 21.09724 11.80982
H 12.34463 19.27791 12.71662
H 12.35575 21.35920 16.49382
H 10.80391 23.05280 15.52476
H 11.32864 18.28348 16.38618
H 12.18255 17.01146 17.15345
C 15.68179 15.33349 11.88624
N 15.19682 16.34128 12.82245
C 16.17634 16.55161 13.88638
C 14.93332 17.58670 12.04888
C 13.64562 17.46871 11.23223
C 13.46778 18.10091 10.01510
C 12.20236 18.10944 9.42048
C 11.11683 17.46826 10.00666
C 11.33037 16.83066 11.25125
C 12.58180 16.81172 11.89371
H 16.67798 15.58424 11.46551
H 14.99678 15.17811 11.03093
H 15.73430 14.37469 12.38102
H 17.17549 16.76966 13.45255
H 16.24244 15.62710 14.49360
H 15.81526 17.36399 14.53039
H 15.79798 17.92600 11.42564
H 14.75862 18.37588 12.77577
H 14.27137 18.70272 9.51969
H 12.05550 18.61070 8.44463
H 10.11976 17.45144 9.54080
H 10.48705 16.41248 11.81902
O 15.35293 16.69541 18.69406
S 15.96060 16.05085 17.45841
C 17.44312 16.99189 17.12007
C 17.28457 18.38260 17.11315
C 18.34629 19.17583 16.75966
C 19.61415 18.62379 16.43375
C 19.76927 17.21117 16.47083
C 18.68339 16.41733 16.80101
C 16.59796 14.50236 18.08995
C 16.79495 13.41032 17.26162
C 17.17232 12.21165 17.80526
C 17.25844 12.10162 19.19562
C 16.93901 13.18396 20.03307
C 16.59773 14.38714 19.47113
H 16.28872 18.83184 17.30244
H 18.15679 20.24800 16.62674
H 20.42639 19.31389 16.19834
H 20.70110 16.73833 16.19356
H 18.77824 15.35160 16.78855
H 16.64890 13.55012 16.18466
H 17.40827 11.34496 17.21475
H 17.52278 11.16442 19.62488
H 16.97147 13.02983 21.13073
H 16.33745 15.24351 20.06319
N 13.71921 13.22417 15.37786
C 13.54297 12.26230 16.32246
C 13.12986 12.85096 17.51730
C 13.08696 14.22411 17.21001
N 13.37695 14.42018 15.92697
H 13.62874 13.44392 13.96636
H 13.70962 11.20792 16.03657
H 12.93492 12.29301 18.43502
H 12.83289 15.05134 17.85577
N 13.42018 13.74252 12.95118
P 12.56579 12.90902 11.96398
C 13.17576 13.06981 10.19756
C 13.87928 12.06364 9.51382
C 14.49394 12.34261 8.29092
C 14.37891 13.58792 7.70125
C 13.71880 14.60370 8.39851
C 13.09991 14.35086 9.60922
C 10.80974 13.34898 11.80558
C 10.20376 13.82024 12.95472
C 8.84183 14.18672 12.98696
C 8.04958 13.92987 11.86671
C 8.63011 13.27875 10.78367
C 10.00908 13.03303 10.75285
C 12.67839 11.08390 12.24994
C 13.92871 10.54694 12.54466
C 14.03495 9.19586 12.84098
C 12.91439 8.40002 12.94557
C 11.64882 8.92913 12.73670
C 11.56287 10.27958 12.41060
H 13.91709 11.08172 9.97158
H 15.05448 11.54961 7.83360
H 14.93887 13.81082 6.76506
H 13.72776 15.61705 7.99838
H 12.64877 15.14886 10.19717
H 10.78477 14.04990 13.83873
H 8.42899 14.62073 13.88788
H 6.97446 14.15635 11.86491
H 8.01633 13.00172 9.95697
H 10.45378 12.72408 9.81843
H 14.81045 11.18002 12.49735
H 14.98829 8.73980 13.07140
H 13.00274 7.36250 13.18926
H 10.76234 8.29738 12.82993
H 10.57684 10.70912 12.27181
*
```

**E_HOMO (spin up / spin down)**: -0.92 / -2.60 eV
**Frontier orbital gap (spin up / spin down)**: 4.900 / 6.585 eV
**<S²>**: 3.759

---

Entry 4:
Formula: C51H52F3IrN4O4P
Source: the Open Molecules 2025 dataset
Level of theory: ωB97M-V with the def2-TZVPD basis set

The geometry in ORCA input format:
```
! RIJCOSX wB97M-V def2-TZVPD def2/J DEFGRID3
* xyz 0 2
Ir -0.03274 -0.22697 0.46420
C -4.41224 -0.49838 1.68531
C -3.07418 -0.05962 2.28376
C -2.86975 -0.62566 3.69003
C -2.94902 1.44930 2.28269
C -3.70142 2.18072 3.19015
C -3.63100 3.56060 3.24286
C -2.75440 4.22866 2.40965
C -1.98888 3.54811 1.47311
C -0.97203 4.32324 0.65530
C -0.02164 5.08310 1.58947
C -1.64266 5.31660 -0.30389
C -2.13749 2.14554 1.35333
N -1.55336 1.45004 0.27798
C -1.99159 1.71467 -0.96694
O -2.87209 2.50276 -1.28401
C -1.42481 0.80296 -2.00193
C -1.58379 1.02168 -3.35716
C -1.19446 0.02759 -4.24367
C -0.70794 -1.16875 -3.73661
C -0.58638 -1.29971 -2.36697
N -0.91629 -0.32707 -1.52807
C -0.14702 -2.56290 -1.72205
O -0.32502 -3.63865 -2.27434
N 0.33704 -2.38534 -0.48324
C 0.96579 -3.30729 0.30273
C 2.30811 -3.75132 0.08292
C 2.88097 -4.54691 1.06980
C 2.21142 -4.92744 2.21388
C 0.87748 -4.57054 2.38689
C 0.23961 -3.79156 1.45238
C -1.26229 -3.59984 1.51509
C -1.84828 -3.85677 2.90078
C -1.92241 -4.55027 0.50154
C 3.24903 -3.52121 -1.09995
C 4.46593 -2.68726 -0.65802
C 2.72910 -2.95655 -2.41619
H -4.46043 -1.58746 1.61079
H -4.53808 -0.08057 0.68498
H -5.24074 -0.15764 2.30929
H -2.28354 -0.46236 1.65099
H -3.58666 -0.20659 4.39695
H -1.86469 -0.39615 4.04454
H -2.99808 -1.70743 3.68726
H -4.37097 1.66608 3.86849
H -4.24761 4.11328 3.94102
H -2.67057 5.30601 2.48468
H -0.38356 3.61009 0.07385
H -0.55851 5.86448 2.12909
H 0.77586 5.55725 1.01445
H 0.43412 4.41051 2.31771
H -2.18277 6.08225 0.25710
H -2.34268 4.80035 -0.95272
H -0.88853 5.80969 -0.92146
H -2.04271 1.94408 -3.68217
H -1.30141 0.16843 -5.31051
H -0.44858 -2.01269 -4.35972
H 3.89819 -4.88985 0.92649
H 2.70934 -5.55057 2.94600
H 0.34510 -4.93464 3.25394
H -1.49426 -2.56988 1.22704
H -1.74077 -4.90435 3.18716
H -2.91562 -3.63427 2.89534
H -1.36550 -3.23572 3.65715
H -1.79735 -5.58382 0.83194
H -1.48195 -4.45913 -0.48748
H -2.98986 -4.33769 0.41647
H 3.61335 -4.52820 -1.33449
H 4.22166 -1.62723 -0.66845
H 5.29946 -2.84855 -1.34259
H 4.79049 -2.94068 0.34973
H 2.34841 -1.94020 -2.30391
H 1.95620 -3.58882 -2.84112
H 3.56301 -2.92322 -3.11906
N 0.34437 0.49029 2.19438
P 1.31651 0.97448 3.32946
C 2.29208 2.44880 2.93814
C 2.98932 3.09551 3.95699
C 3.78055 4.19069 3.65773
C 3.87957 4.63684 2.34430
C 3.16660 4.00776 1.33652
C 2.36361 2.91778 1.63585
C 0.39695 1.47167 4.81020
C 0.59964 0.88598 6.05347
C -0.14565 1.31475 7.14224
C -1.09320 2.31540 6.98458
C -1.31382 2.88311 5.73588
C -0.56856 2.46353 4.64761
C 2.48076 -0.32944 3.80575
C 3.85350 -0.13961 3.90183
C 4.67232 -1.21510 4.21155
C 4.12425 -2.47140 4.41587
C 2.75547 -2.66926 4.28836
C 1.93567 -1.60233 3.96879
H 2.90593 2.73730 4.97677
H 4.32162 4.69321 4.44875
H 4.51367 5.48266 2.11260
H 3.23900 4.35359 0.31433
H 1.77736 2.42735 0.86747
H 1.33981 0.10360 6.17115
H 0.01090 0.86196 8.11265
H -1.67721 2.63958 7.83646
H -2.07129 3.64300 5.60213
H -0.73860 2.89195 3.66555
H 4.28394 0.83533 3.72227
H 5.74137 -1.06843 4.28938
H 4.77135 -3.30692 4.65174
H 2.33132 -3.65375 4.43157
H 0.86928 -1.74614 3.82824
F 1.80001 1.08682 -1.45336
C 3.08938 0.86521 -1.08125
F 3.67372 2.06537 -1.01903
F 3.65877 0.20049 -2.10190
C 3.20399 0.03946 0.27334
O 4.26263 0.14975 0.85561
O 2.19840 -0.68742 0.52971
*
```

**E_HOMO (spin up / spin down)**: -8.10 / -8.17 eV
**Relative energy (zero: lowest compared OMol25 entry of this formula, charge and spin)**: 185.80 kJ/mol
**Frontier orbital gap (spin up / spin down)**: 5.613 / 5.903 eV
**<S²>**: 0.872

---

| no. | E (hartree) |
| --- | --- |
| 1 | -3347.7775 |
| 2 | -4989.7585 |
| 3 | -4705.1690 |
| 4 | -3239.8801 |